No. 1
{
  "formula": "C25H33N3O5S",
  "method": "wB97M-V/def2-TZVPD",
  "elements": ["C", "C", "C", "C", "C", "O", "N", "C", "C", "C", "C", "C", "O", "N", "C", "C", "C", "C", "C", "C", "C", "C", "O", "C", "N", "S", "O", "O", "C", "C", "C", "C", "C", "C", "H", "H", "H", "H", "H", "H", "H", "H", "H", "H", "H", "H", "H", "H", "H", "H", "H", "H", "H", "H", "H", "H", "H", "H", "H", "H", "H", "H", "H", "H", "H", "H", "H"],
  "positions_angstrom": [[-2.0814, -2.4598, -4.1803], [-2.8334, -2.8524, -2.9140], [-2.8756, -1.7389, -1.8662], [-1.4993, -1.4174, -1.2790], [-0.9370, -2.5850, -0.4455], [-1.5748, -3.5859, -0.1829], [0.3109, -2.3459, -0.0178], [1.0353, -3.2250, 0.8649], [2.3462, -3.7354, 0.2341], [3.3624, -2.6143, -0.0080], [4.0480, -2.4969, 1.3555], [3.8527, -3.8940, 1.9730], [3.0006, -4.6316, 1.1103], [-1.5310, -0.2226, -0.4364], [-2.0224, -0.3661, 0.9216], [-3.2001, 0.5144, 1.2654], [-3.3753, 0.9286, 2.5811], [-4.4642, 1.7039, 2.9374], [-5.3918, 2.0803, 1.9807], [-5.2239, 1.6741, 0.6681], [-4.1373, 0.8941, 0.3129], [-0.9896, 0.9105, -0.9153], [-0.6288, 1.0413, -2.0722], [-0.8592, 2.0857, 0.0613], [0.0902, 1.7518, 1.1033], [1.6373, 1.3313, 0.6284], [1.5221, 0.1905, -0.2371], [2.3726, 1.1666, 1.8467], [2.2715, 2.7176, -0.2950], [1.9817, 2.8279, -1.6410], [2.4578, 3.9305, -2.3343], [3.2106, 4.8915, -1.6777], [3.4953, 4.7620, -0.3263], [3.0193, 3.6665, 0.3746], [-2.4799, -1.5340, -4.5904], [-1.0217, -2.3190, -3.9853], [-2.1834, -3.2398, -4.9314], [-2.3821, -3.7398, -2.4710], [-3.8635, -3.1020, -3.1790], [-3.2714, -0.8315, -2.3289], [-3.5429, -2.0442, -1.0575], [-0.8012, -1.1903, -2.0905], [0.7486, -1.4570, -0.2335], [0.3923, -4.0802, 1.0879], [1.2672, -2.6962, 1.7951], [2.1065, -4.2944, -0.6758], [4.0760, -2.9340, -0.7681], [2.9015, -1.6822, -0.3220], [3.5656, -1.7279, 1.9583], [5.1019, -2.2433, 1.2627], [4.7912, -4.4513, 2.0476], [3.4078, -3.8341, 2.9741], [-2.3362, -1.4073, 1.0410], [-1.2097, -0.1783, 1.6320], [-2.6520, 0.6379, 3.3293], [-4.5881, 2.0162, 3.9638], [-6.2412, 2.6866, 2.2573], [-5.9436, 1.9623, -0.0835], [-4.0108, 0.5849, -0.7126], [-0.5365, 2.9574, -0.5261], [-1.8247, 2.3054, 0.5213], [0.1287, 2.4214, 1.8567], [1.3921, 2.0643, -2.1253], [2.2402, 4.0358, -3.3858], [3.5818, 5.7467, -2.2224], [4.0867, 5.5105, 0.1785], [3.2284, 3.5217, 1.4229]],
  "forces_ev_per_a": [[-0.138, -0.099, 0.152], [-0.012, 0.115, -0.017], [0.261, -0.244, 0.027], [-0.359, -0.151, -0.347], [0.072, 0.324, -0.224], [-0.253, -0.230, 0.044], [0.513, 0.057, 0.025], [0.203, -0.453, 0.032], [-0.288, 0.268, -0.216], [-0.050, -0.266, 0.008], [-0.074, -0.095, 0.025], [0.285, 0.048, 0.308], [-0.149, -0.118, -0.048], [-0.016, -0.399, 0.053], [-0.036, 0.019, 0.309], [-0.118, -0.050, 0.091], [0.072, -0.062, -0.119], [-0.057, 0.047, 0.071], [-0.062, 0.054, 0.050], [-0.044, 0.012, -0.034], [0.060, -0.034, 0.022], [-0.345, 0.523, -0.090], [0.001, 0.103, -0.275], [-0.064, 0.132, -0.610], [0.835, -0.250, -0.072], [-0.073, -0.018, 0.713], [0.006, 0.585, -0.335], [0.040, 0.439, -0.012], [-0.190, -0.561, 0.257], [-0.032, -0.072, -0.255], [-0.010, -0.019, 0.050], [-0.004, 0.010, -0.018], [-0.043, -0.041, 0.053], [0.109, 0.114, 0.194], [0.008, 0.116, -0.102], [0.153, 0.047, -0.058], [0.056, -0.028, -0.113], [-0.108, -0.050, -0.004], [0.009, -0.072, 0.036], [0.005, 0.061, 0.042], [-0.040, 0.088, 0.049], [-0.075, -0.062, 0.146], [-0.262, -0.143, -0.014], [0.111, 0.146, 0.057], [-0.020, -0.059, 0.061], [-0.013, 0.098, 0.052], [-0.032, 0.025, -0.040], [0.071, 0.005, -0.094], [0.039, 0.017, 0.041], [0.005, 0.060, 0.027], [-0.073, 0.071, 0.052], [0.071, -0.004, -0.079], [0.073, 0.078, 0.004], [-0.180, -0.147, -0.036], [0.105, -0.034, 0.098], [-0.010, 0.029, 0.088], [-0.068, 0.057, 0.023], [-0.064, 0.027, -0.068], [0.019, -0.043, -0.134], [-0.155, -0.189, 0.030], [0.166, 0.003, 0.004], [0.083, 0.082, 0.197], [-0.071, -0.044, -0.108], [-0.020, -0.005, -0.093], [0.032, 0.069, -0.048], [0.053, 0.045, 0.049], [0.091, 0.063, 0.119]],
  "homo_lumo_gap_ev": 9.24,
  "largest_force_ha_per_bohr": 0.01700,
  "charge": 0,
  "smiles": "CCC[C@H](C(=O)NC[C@H]1CCCO1)N(Cc1ccccc1)C(=O)CNS(=O)(=O)c1ccccc1",
  "spin_multiplicity": 1
}

=====

No. 2
{
  "formula": "C49H66O6Tl",
  "method": "wB97M-V/def2-TZVPD",
  "elements": ["Tl", "C", "O", "C", "C", "C", "C", "C", "C", "C", "C", "C", "C", "C", "C", "C", "C", "C", "C", "C", "C", "C", "C", "C", "C", "C", "C", "C", "C", "C", "C", "C", "C", "O", "C", "C", "C", "C", "C", "O", "C", "C", "C", "C", "C", "C", "O", "C", "C", "C", "C", "H", "H", "H", "H", "H", "H", "H", "H", "H", "H", "H", "H", "H", "H", "H", "H", "H", "H", "H", "H", "H", "H", "H", "H", "H", "H", "H", "H", "H", "H", "H", "H", "H", "H", "H", "H", "H", "H", "H", "H", "H", "H", "H", "H", "H", "H", "H", "H", "H", "H", "H", "H", "H", "H", "H", "H", "H", "H", "O", "H", "H", "C", "O", "C", "C", "H", "H", "H", "H", "H", "H"],
  "positions_angstrom": [[2.9135, 0.6369, 2.6266], [3.1247, -2.7056, 2.9419], [2.0971, -1.9029, 2.4023], [1.1850, -2.5137, 1.5620], [-0.1494, -2.5257, 1.9784], [-0.6478, -1.7544, 3.1777], [-1.4208, -0.5122, 2.7985], [-2.8037, -0.5404, 2.7249], [-3.5690, 0.5639, 2.3547], [-2.8985, 1.7444, 2.1048], [-1.5003, 1.8449, 2.1828], [-0.7531, 3.1652, 1.9156], [-0.2147, 3.2482, 0.5239], [-1.0463, 3.6067, -0.5541], [-0.6071, 3.6106, -1.8662], [0.6717, 3.1446, -2.1119], [1.5367, 2.7983, -1.0797], [2.8989, 2.2143, -1.4077], [2.7774, 0.7614, -1.8240], [2.5179, 0.4446, -3.1453], [2.3714, -0.8516, -3.6143], [2.4806, -1.8720, -2.6835], [2.7784, -1.6211, -1.3436], [2.8911, -2.7699, -0.3393], [1.5678, -3.0685, 0.3405], [0.6393, -3.8809, -0.3026], [-0.6519, -4.0531, 0.1533], [-1.0514, -3.2978, 1.2530], [-1.6321, -5.0447, -0.5007], [-2.8625, -4.3128, -1.0267], [-2.0808, -6.0844, 0.5379], [-0.9929, -5.7766, -1.6915], [2.9735, -0.2933, -0.8897], [3.3133, -0.0406, 0.3376], [2.1625, -1.1023, -5.1144], [2.0543, -2.6091, -5.4402], [0.8832, -0.4245, -5.6313], [3.3368, -0.5053, -5.9009], [1.1240, 2.9650, 0.2384], [2.0354, 2.8211, 1.2640], [2.4873, 4.0488, 1.8069], [-1.4220, 4.1544, -3.0453], [-2.7660, 4.7444, -2.6090], [-1.6900, 3.0266, -4.0261], [-0.6100, 5.2628, -3.7504], [-0.7402, 0.7042, 2.5271], [0.5404, 0.7505, 2.6237], [-5.0972, 0.4389, 2.3301], [-5.8021, 1.7313, 1.9163], [-5.6323, 0.0564, 3.7235], [-5.5322, -0.6726, 1.3634], [2.9777, -3.7380, 2.6482], [4.1001, -2.3776, 2.5542], [3.0936, -2.5984, 4.0334], [-1.3021, -2.4110, 3.7524], [0.1995, -1.4429, 3.7700], [-3.3066, -1.4854, 2.9694], [-3.4569, 2.6452, 1.8544], [-1.4336, 4.0024, 2.1052], [0.0647, 3.2266, 2.6124], [-2.0707, 3.9160, -0.3049], [1.0543, 3.0248, -3.1357], [3.3510, 2.7587, -2.2349], [3.5329, 2.3158, -0.5309], [2.4521, 1.2773, -3.8332], [2.3682, -2.9061, -2.9885], [3.2270, -3.6714, -0.8541], [3.6209, -2.4723, 0.4059], [0.9866, -4.3794, -1.2032], [-2.0943, -3.2903, 1.6012], [-3.3884, -3.7991, -0.2209], [-2.5868, -3.5319, -1.7474], [-3.5468, -5.0129, -1.5540], [-2.5423, -5.5708, 1.3861], [-2.8206, -6.7856, 0.1097], [-1.2238, -6.6437, 0.8935], [-0.7271, -5.0749, -2.4789], [-0.1073, -6.3245, -1.3662], [-1.7254, -6.4818, -2.1157], [1.1657, -3.0574, -4.9954], [1.9942, -2.7272, -6.5438], [2.9304, -3.1462, -5.1160], [-0.0102, -0.8002, -5.1337], [0.9416, 0.6566, -5.4779], [0.7698, -0.6081, -6.7084], [4.2712, -0.9568, -5.5723], [3.1959, -0.6921, -6.9917], [3.3631, 0.5843, -5.7561], [1.7475, 4.8349, 1.6620], [2.5994, 3.8887, 2.8854], [3.4284, 4.3684, 1.3617], [-3.3770, 3.9599, -2.1593], [-2.6038, 5.5678, -1.9136], [-3.3020, 5.1285, -3.4700], [-2.3562, 2.2824, -3.5914], [-2.1573, 3.4200, -4.9362], [-0.7476, 2.5392, -4.3380], [-0.3800, 6.0449, -3.0096], [0.3230, 4.8609, -4.1438], [-1.1445, 5.6954, -4.5964], [-5.6368, 2.5214, 2.6426], [-5.4359, 2.0120, 0.9316], [-6.8744, 1.5793, 1.8052], [-5.3757, 0.8315, 4.4621], [-6.7232, -0.0032, 3.6946], [-5.2520, -0.8913, 4.0641], [-5.2675, -0.4430, 0.3277], [-5.0592, -1.6304, 1.5888], [-6.6175, -0.7784, 1.3659], [5.6381, 1.2264, 0.8549], [6.2192, 0.4627, 0.7790], [4.7574, 0.8582, 0.5557], [4.5528, 1.1432, 5.9986], [3.1558, 1.4983, 6.0188], [2.2698, 0.5548, 5.9865], [0.9054, 1.1693, 5.9419], [4.6316, 0.0621, 5.9538], [4.9695, 1.5440, 6.9082], [4.9848, 1.6183, 5.1404], [0.8445, 2.2142, 6.2225], [0.1539, 0.5821, 6.4848], [0.6241, 1.1039, 4.8780]],
  "forces_ev_per_a": [[-0.199, 0.022, -0.029], [0.225, 0.064, -0.009], [-0.181, 0.325, -0.216], [-0.053, 0.174, 0.106], [-0.090, -0.279, -0.261], [0.012, 0.281, -0.241], [-0.827, 0.016, -0.048], [0.136, -0.499, -0.005], [-0.606, -0.136, 0.229], [0.712, 0.623, -0.129], [-0.392, 0.268, -0.079], [-0.881, -0.530, 0.264], [0.145, 0.206, -0.874], [-0.366, 0.062, 0.792], [-0.158, 0.401, -0.281], [0.629, -0.403, -0.094], [0.369, 0.030, -0.339], [-0.239, -0.158, 0.174], [0.295, -0.400, -0.049], [0.021, 0.396, 0.191], [-0.134, -0.248, -0.535], [0.168, -0.061, 0.452], [-0.118, -0.203, 0.005], [-0.194, 0.381, -0.026], [-0.053, 0.102, 0.205], [0.399, -0.041, -0.371], [-0.633, -0.270, -0.036], [-0.205, 0.170, 0.203], [0.160, -0.026, -0.334], [-0.343, 0.244, -0.442], [-0.336, 0.197, -0.172], [-0.369, -0.120, 0.262], [-0.452, 0.129, -0.285], [0.332, 0.078, 0.487], [-0.258, -0.321, -0.019], [-0.133, 0.641, -0.780], [0.078, 0.058, -0.055], [-0.329, 0.015, -0.569], [-0.577, -0.127, -0.203], [0.079, 0.004, -0.160], [-0.223, -0.015, 0.454], [-0.064, 0.183, -0.021], [0.382, -0.262, 0.087], [0.357, -0.244, -0.640], [0.098, -0.098, 0.518], [0.086, -0.183, -0.085], [0.660, 0.169, 0.095], [-0.254, -0.321, 0.266], [0.284, -0.352, -0.347], [-0.121, 0.782, 0.052], [0.125, 0.098, -0.477], [-0.004, -0.329, 0.080], [-0.144, 0.005, 0.166], [0.103, -0.089, -0.173], [0.040, 0.008, 0.149], [0.248, -0.051, 0.345], [0.134, 0.292, -0.078], [0.074, -0.095, -0.004], [0.004, -0.056, -0.046], [0.314, 0.015, 0.387], [0.436, -0.184, -0.147], [-0.260, 0.145, 0.447], [0.022, 0.190, -0.035], [0.153, -0.086, -0.071], [-0.068, 0.075, -0.212], [-0.028, -0.021, 0.003], [0.101, -0.018, -0.007], [0.216, -0.065, 0.026], [-0.139, 0.046, 0.051], [0.424, -0.160, -0.205], [-0.176, -0.134, -0.004], [0.079, -0.166, 0.091], [0.271, 0.339, 0.452], [0.030, -0.177, -0.008], [0.295, 0.263, 0.110], [0.159, -0.193, 0.159], [0.146, 0.046, -0.072], [0.015, -0.069, -0.166], [0.254, 0.110, 0.161], [0.010, -0.014, 0.046], [-0.079, 0.031, 0.557], [0.349, -0.260, 0.212], [-0.007, 0.000, 0.127], [-0.110, -0.056, 0.004], [0.031, 0.051, 0.126], [0.153, 0.115, -0.041], [0.165, 0.077, 0.623], [0.207, -0.320, -0.007], [-0.107, 0.058, -0.047], [0.204, 0.102, -0.140], [0.162, -0.082, -0.062], [-0.086, 0.175, 0.177], [-0.172, -0.033, 0.149], [-0.086, 0.085, -0.236], [0.067, -0.131, 0.014], [-0.061, -0.032, 0.058], [-0.462, 0.078, 0.191], [0.028, -0.102, -0.374], [0.101, 0.063, 0.086], [-0.227, 0.038, 0.057], [0.084, 0.218, -0.029], [0.081, 0.388, -0.060], [-0.137, -0.137, 0.176], [0.063, -0.245, -0.164], [-0.066, -0.082, -0.020], [0.236, -0.386, 0.156], [0.181, 0.152, 0.042], [-0.134, 0.028, 0.139], [-0.115, -0.169, 0.202], [-0.296, -0.149, -0.201], [0.000, 0.078, 0.015], [0.395, 0.027, 0.120], [-0.851, -0.240, 0.221], [0.059, 0.586, 0.090], [-0.353, -0.444, 0.140], [-0.003, -0.304, -0.179], [0.090, -0.101, -0.030], [0.288, 0.057, 0.284], [0.285, 0.160, -0.473], [0.130, 0.378, 0.180], [0.339, -0.009, -0.106], [-0.016, -0.106, -0.055]],
  "homo_lumo_gap_ev": 6.49,
  "largest_force_ha_per_bohr": 0.02065,
  "charge": -1,
  "spin_multiplicity": 1
}

=====

Results for energy relative to the best compared isomer or geometry (same formula, charge and spin): 35.8; 0.0 (in kcal per mole, following the order of the records).